Record 1
Density functional theory data (wB97M-V/def2-TZVPD) for 10 unconnected molecules or ions with the total composition C23H54Cl3O14P in a non-equilibrium geometry.

```
95
Properties=species:S:1:pos:R:3:forces:R:3:mulliken_spin:R:1
C -20.563200 -0.178230 11.271490 -0.351 -0.199 -0.503 0.000
C -22.071350 -0.159770 11.377820 0.108 0.520 0.918 0.000
C -22.643990 -1.286830 10.520650 -0.641 0.322 0.785 0.000
C -24.184400 -1.158450 10.444490 0.952 -0.237 -0.540 0.000
P -25.057010 -2.613030 9.896680 1.386 -2.022 -0.689 0.000
C -25.005210 -3.830500 11.276800 -0.634 0.485 0.547 0.000
C -25.800740 -3.400100 12.548040 0.200 -0.075 -0.201 0.000
C -27.297810 -3.631710 12.681090 -0.730 0.426 -0.631 0.000
C -27.807660 -3.572080 14.110720 -0.389 -0.465 0.052 0.000
C -26.775550 -2.232830 9.488300 0.608 0.428 -0.988 0.000
C -27.098750 -1.644290 8.058100 1.500 -1.642 0.372 0.000
C -28.507870 -1.182800 7.944120 -1.348 0.873 -0.245 0.000
C -29.156140 -1.260310 6.573750 -0.569 0.376 -1.265 0.000
C -24.024320 -3.247540 8.467400 -1.177 -1.562 -0.580 0.000
C -24.593580 -4.511130 7.686380 0.169 1.339 -0.272 0.000
C -23.706670 -4.836010 6.418510 1.485 0.485 3.371 0.000
C -24.347010 -5.733870 5.497770 -1.531 -0.395 -2.466 0.000
H -20.360650 0.112120 10.240580 0.538 0.011 -0.015 0.000
H -20.271950 -1.221620 11.392320 0.617 0.179 0.227 0.000
H -20.059800 0.508600 11.951900 0.011 -0.258 0.007 0.000
H -22.407510 0.857540 11.177330 -0.395 -0.046 -0.899 0.000
H -22.381250 -0.217000 12.421260 -0.058 -0.721 0.190 0.000
H -22.381150 -2.241820 10.975610 0.322 -0.027 -0.062 0.000
H -22.197660 -1.213210 9.528940 -0.102 -0.259 -0.072 0.000
H -24.271970 -0.441230 9.628380 -0.990 0.630 0.525 0.000
H -24.584150 -0.938900 11.434490 -0.136 0.772 -0.255 0.000
H -23.966260 -3.790460 11.604000 0.225 -0.290 -0.233 0.000
H -25.269920 -4.863810 11.052520 0.137 0.054 -0.651 0.000
H -25.559870 -2.343050 12.660880 -0.134 0.118 0.725 0.000
H -25.376770 -3.974570 13.371650 0.481 0.197 0.024 0.000
H -27.656140 -4.547020 12.210020 0.439 -0.348 0.028 0.000
H -27.877820 -2.853100 12.185660 0.100 0.231 -0.471 0.000
H -27.307150 -4.272550 14.779250 0.331 0.262 0.070 0.000
H -28.843380 -3.911740 14.106570 -0.134 0.110 -0.004 0.000
H -27.814820 -2.547480 14.482520 0.294 -0.096 0.265 0.000
H -27.027800 -1.505390 10.259860 -0.383 -0.053 0.149 0.000
H -27.249580 -3.190390 9.703900 -0.567 0.166 -0.171 0.000
H -26.892120 -2.403360 7.303640 -0.232 -0.544 0.153 0.000
H -26.351400 -0.914540 7.746620 -0.155 0.605 0.425 0.000
H -28.540340 -0.120430 8.185840 -0.074 0.081 0.399 0.000
H -29.172720 -1.681140 8.649620 0.198 -0.143 0.189 0.000
H -29.420140 -2.217120 6.123280 0.615 -0.496 0.470 0.000
H -28.612000 -0.708170 5.807480 0.480 -0.081 0.026 0.000
H -30.124980 -0.763170 6.525780 -0.113 0.241 0.622 0.000
H -23.055360 -3.657800 8.751830 0.188 0.825 0.707 0.000
H -23.908280 -2.454140 7.729050 0.138 0.263 0.199 0.000
H -25.600320 -4.264140 7.349400 -0.151 -0.085 -0.222 0.000
H -24.715290 -5.334470 8.390230 0.285 -0.242 -0.231 0.000
H -22.822900 -5.394480 6.726980 0.364 0.279 0.657 0.000
H -23.271640 -3.943250 5.969260 -0.541 0.319 -0.119 0.000
H -24.387670 -6.777100 5.811010 -0.246 0.184 0.121 0.000
H -23.837890 -5.680180 4.535470 0.151 -0.344 -0.087 0.000
H -25.327820 -5.308510 5.285190 -0.491 -0.612 -0.135 0.000
Cl -24.697770 -7.257020 15.169990 -0.058 -1.360 0.974 0.002
O -24.086180 -6.290160 14.340140 0.041 1.783 -1.333 -0.001
O -24.908640 -6.718020 16.488870 -0.813 1.187 0.839 0.000
O -25.920790 -7.769780 14.639400 -0.864 0.698 -0.594 0.000
O -23.812760 -8.335740 15.332310 1.515 -1.747 0.097 -0.003
C -22.977290 -11.837040 11.213270 0.022 0.359 0.633 -0.030
C -23.119030 -13.198230 11.191660 0.240 1.045 1.110 0.147
C -23.665470 -13.909370 12.299660 -1.232 1.990 1.806 0.149
O -23.862950 -15.118070 12.393520 0.510 -2.868 -1.256 0.212
C -24.062400 -13.111370 13.431920 0.581 0.194 -0.047 -0.003
C -24.018140 -11.769420 13.429220 1.125 2.198 -1.067 0.070
C -23.471560 -10.953980 12.289080 -0.362 -2.982 -2.065 0.209
O -23.543860 -9.712340 12.140430 -0.155 0.416 1.009 0.197
O -24.310590 -11.033210 14.501590 -0.636 -0.312 1.076 0.028
O -22.558040 -13.917160 10.210150 0.378 -0.499 -1.291 0.025
H -22.351540 -11.465590 10.415230 -0.216 0.612 -0.216 0.000
H -24.215540 -13.625900 14.369040 -0.486 -0.136 -0.036 -0.001
H -24.340360 -10.109790 14.240790 0.202 0.506 -0.087 0.000
H -22.815620 -14.825080 10.386020 -0.083 -0.545 0.181 -0.005
O -23.236640 -4.006750 16.343960 0.196 0.724 0.095 0.000
H -22.890420 -4.504100 15.603010 -0.062 -0.374 -0.165 0.000
H -23.928690 -4.561910 16.703260 -0.196 -0.463 0.004 0.000
O -29.505030 -7.934360 13.761420 -0.420 0.254 0.011 0.000
H -28.594770 -7.880240 14.052490 0.432 -0.032 0.177 0.000
H -29.556190 -8.763800 13.286400 0.058 -0.201 -0.089 0.000
O -27.348040 -6.975680 18.279890 -0.357 -0.168 0.181 0.000
H -26.863570 -6.549730 17.572720 0.443 -0.030 -0.420 0.000
H -27.357030 -6.330670 18.987080 0.024 0.080 0.197 0.000
O -26.503590 -10.225770 16.548560 -0.064 -0.271 -0.113 0.000
H -26.215660 -9.367500 16.859500 0.081 0.339 0.014 0.000
H -27.169110 -10.498920 17.179980 -0.155 -0.016 0.179 0.000
O -21.004330 -9.227290 15.969990 0.499 -0.168 0.073 0.000
H -20.744090 -8.853740 16.811990 0.036 0.099 0.181 0.000
H -21.872170 -8.859870 15.802390 -0.563 0.097 -0.261 0.001
O -23.465620 -8.545490 19.188760 0.139 0.097 0.404 0.000
H -24.013430 -8.247280 18.462670 -0.205 0.181 -0.371 0.000
H -23.060130 -9.351170 18.868300 0.050 -0.232 -0.166 0.000
C -26.042980 -8.008580 11.079640 0.091 -1.475 -0.298 -0.008
Cl -25.238930 -7.900910 9.476810 0.334 0.458 0.515 0.001
Cl -27.704540 -7.485500 10.888750 -0.551 0.522 0.203 0.000
H -26.077230 -9.082820 11.261100 0.172 0.236 0.216 0.009
H -25.563690 -7.531780 11.934660 0.259 0.260 -0.516 0.001
```
Forces are in eV/Å.

Its multiplicity is 2. As for the charge: -1. The value obtained for the gap between HOMO and LUMO (spin up / spin down) is 2.6267 / 4.7104 eV.

=====

Record 2
Density functional theory data (wB97M-V/def2-TZVPD) for 6 unconnected molecules or ions with the total composition C23H54FNO11SSi in a non-equilibrium geometry.

```
92
Properties=species:S:1:pos:R:3:forces:R:3:mulliken_charge:R:1
O 2.588245 1.084048 -0.056887 0.495 -0.036 -0.232 -0.512
C 2.910124 1.454009 -1.139938 -0.163 -0.540 0.688 0.268
F 4.040407 0.995302 -1.719933 -0.096 0.028 0.059 -0.255
C 2.161187 2.392132 -1.976982 0.000 0.338 -0.358 -0.166
Si 3.085225 3.996120 -2.305582 0.357 0.089 -0.070 0.483
N 4.533690 3.615902 -3.237143 -0.793 0.230 0.388 -0.195
C 4.413700 3.343276 -4.403109 0.722 0.052 0.487 0.370
S 4.375079 2.989165 -5.904825 -0.154 -0.286 -0.996 -0.370
H 1.239446 2.596284 -1.438829 -0.188 0.092 -0.176 0.384
H 1.952639 1.928326 -2.943379 -0.085 0.014 -0.055 0.273
H 3.475358 4.634082 -1.041167 0.025 -0.004 -0.007 -0.142
H 2.253928 4.872888 -3.146238 -0.107 0.040 0.090 -0.127
C 4.511346 6.715080 -5.858520 0.008 0.053 0.036 -0.687
O 3.122486 6.980284 -5.914474 0.001 -0.013 -0.057 -0.331
C 2.696126 7.995342 -5.024493 -0.022 -0.131 0.066 -0.390
C 2.498010 9.318845 -5.723756 -0.013 0.143 -0.040 -0.669
O 3.714116 9.843998 -6.222582 0.055 -0.021 0.028 -0.369
C 3.902491 9.641454 -7.609650 -0.012 -0.006 0.001 -0.711
H 4.753940 6.068388 -6.697724 -0.017 -0.037 -0.012 0.259
H 5.101991 7.631742 -5.927565 -0.009 0.017 -0.002 0.338
H 4.771713 6.196098 -4.928997 0.032 0.016 0.018 0.243
H 3.415959 8.115161 -4.208122 0.014 0.002 0.026 0.337
H 1.741144 7.678441 -4.592150 0.014 0.011 0.005 0.374
H 2.094135 10.040974 -5.007130 -0.009 -0.015 -0.009 0.380
H 1.771159 9.201278 -6.533605 -0.024 0.001 -0.016 0.342
H 3.232983 10.281331 -8.195096 -0.018 -0.023 0.004 0.323
H 3.735084 8.598792 -7.890324 0.002 -0.003 -0.015 0.310
H 4.931669 9.911684 -7.837070 0.009 0.023 -0.003 0.242
C 2.454113 -0.329770 2.886348 -0.171 -0.035 0.122 -0.714
O 1.326281 -0.761261 3.641044 0.198 -0.087 0.040 -0.390
C 0.538077 -1.720267 2.962419 -0.160 0.205 0.030 0.602
C 0.766897 -3.123587 3.470704 0.014 -0.135 -0.004 -0.343
O 2.080042 -3.580674 3.203573 0.033 0.019 -0.051 -0.430
C 2.952209 -3.497476 4.313151 -0.003 0.020 0.004 -0.730
H 3.074052 0.278129 3.543752 -0.049 0.012 0.013 0.309
H 3.042764 -1.176099 2.523916 0.003 -0.025 0.006 0.286
H 2.130083 0.269194 2.036674 0.064 0.014 -0.019 0.302
H 0.733331 -1.676990 1.885995 -0.002 -0.024 -0.027 -0.478
H -0.513529 -1.455737 3.123736 0.003 -0.048 -0.050 0.201
H 0.071795 -3.802742 2.965330 -0.018 0.033 0.013 0.248
H 0.558188 -3.164908 4.545004 -0.014 -0.016 0.028 0.341
H 2.699872 -4.249683 5.069192 -0.019 0.023 0.008 0.311
H 2.924061 -2.506030 4.771824 0.010 0.003 0.012 0.319
H 3.958265 -3.692608 3.947000 0.010 -0.023 -0.004 0.254
C -0.148932 -3.704683 -3.102716 0.015 0.005 0.000 -0.870
O -0.397320 -3.154872 -1.822668 -0.089 0.008 -0.061 -0.150
C 0.487831 -2.110729 -1.458270 0.010 -0.106 0.120 -0.553
C -0.131613 -0.747233 -1.651902 0.068 0.153 -0.139 -0.197
O -0.360964 -0.458342 -3.023796 0.004 -0.002 -0.014 -0.364
C -1.706128 -0.625924 -3.428866 0.009 -0.013 0.019 -0.600
H -0.993426 -4.346883 -3.346786 0.002 -0.025 0.009 0.250
H -0.059187 -2.926225 -3.863981 0.004 -0.005 -0.016 0.380
H 0.764135 -4.309207 -3.099325 0.013 0.022 -0.005 0.268
H 1.419205 -2.176888 -2.028848 0.025 -0.016 -0.014 0.469
H 0.731734 -2.243807 -0.399721 0.031 0.025 -0.019 0.093
H 0.564229 0.008114 -1.277048 -0.059 -0.036 0.111 0.147
H -1.063441 -0.668553 -1.083297 -0.018 -0.009 0.030 0.312
H -2.343112 0.165007 -3.017430 -0.003 -0.020 0.024 0.315
H -2.099903 -1.597305 -3.118646 -0.018 -0.001 -0.006 0.149
H -1.726894 -0.563406 -4.514993 0.000 0.018 -0.014 0.268
C -6.200480 -4.358124 0.059267 0.007 -0.002 0.003 -0.636
O -5.050135 -4.816465 -0.622163 0.008 -0.035 0.023 -0.410
C -4.045269 -3.829309 -0.780070 -0.074 -0.019 -0.146 -0.509
C -2.931469 -3.977283 0.225518 0.110 0.070 0.143 -0.097
O -3.380413 -3.745484 1.553368 -0.016 0.025 0.011 -0.214
C -3.614569 -4.932069 2.286254 -0.023 -0.029 0.014 -0.837
H -6.811633 -5.230572 0.283004 -0.014 -0.007 -0.019 0.249
H -5.941049 -3.854005 0.993421 -0.009 0.008 0.012 0.230
H -6.782354 -3.671770 -0.566526 0.017 0.018 0.010 0.331
H -4.480650 -2.827348 -0.703378 -0.012 0.025 -0.006 0.362
H -3.625801 -3.941596 -1.785090 0.004 0.021 0.014 0.231
H -2.155114 -3.244450 -0.002634 0.021 -0.023 -0.008 -0.071
H -2.485547 -4.972938 0.143330 0.026 -0.020 -0.011 0.372
H -2.672467 -5.425980 2.551225 -0.008 -0.001 -0.018 0.305
H -4.237918 -5.633901 1.726465 0.004 -0.007 0.004 0.482
H -4.130347 -4.651296 3.202513 0.021 0.009 0.053 0.164
C -4.161731 -3.706932 6.763675 0.015 0.003 0.003 -0.792
O -2.965051 -3.604038 6.018443 0.026 -0.022 0.039 -0.358
C -2.940011 -2.505169 5.122839 0.011 -0.131 -0.103 0.142
C -2.146852 -1.343187 5.666572 0.045 0.181 -0.008 -0.494
O -2.752145 -0.769472 6.811920 -0.056 -0.042 0.034 -0.438
C -2.154852 -1.162611 8.031539 0.008 0.001 -0.012 -0.719
H -3.998110 -4.457687 7.534636 -0.005 -0.024 -0.007 0.272
H -4.423555 -2.757993 7.237811 -0.016 0.005 0.007 0.331
H -4.994906 -4.029991 6.128756 -0.007 0.029 -0.003 0.304
H -3.957708 -2.178156 4.887845 -0.034 -0.005 -0.020 0.397
H -2.473836 -2.847073 4.192952 -0.037 0.018 -0.023 -0.090
H -2.095791 -0.565387 4.897921 0.031 -0.009 0.004 0.281
H -1.123313 -1.661007 5.890384 0.028 0.006 0.009 0.319
H -1.169474 -0.699496 8.154224 0.010 -0.025 -0.015 0.318
H -2.048324 -2.248510 8.095846 0.006 -0.006 0.014 0.310
H -2.805219 -0.819682 8.834029 0.000 0.021 0.010 0.254
```
Forces are in eV/Å.

The SMILES is O=C(F)C[SiH2]N=C=S.COCCOC.COCCOC.COCCOC.COCCOC.COCCOC. As for the charge: 0. The value obtained for the gap between HOMO and LUMO is 9.3985 eV.